1.
The following is a DFT calculation (wB97M-V/def2-TZVPD) of the ion C7H16NS with charge +1.

Values from the calculation:
DFT total energy: -729.014900 Eh
Orbital gap: 8.3 eV
Net charge: +1
F_max: 0.501 eV/Å
Energy relative to the best compared isomer or geometry (same formula, charge and spin): 6.0 kcal/mol
HOMO energy: -11.6139 eV

Geometry as XYZ:
```
25
C7H16NS wB97M-V/def2-TZVPD
C 3.77912 -0.77315 0.14883
C 3.36325 0.67733 -0.04093
S 1.76183 0.89158 -0.85727
C 0.68620 -0.03147 0.26730
C -0.76053 0.29189 -0.08189
C -1.50600 -0.72218 -0.96936
C -2.98554 -0.31975 -0.84247
N -3.00014 0.68382 0.31929
C -1.72983 0.40710 1.08130
H 3.71391 -1.30393 -0.79847
H 3.16032 -1.27701 0.88756
H 4.80831 -0.81598 0.49763
H 3.34181 1.22229 0.90024
H 4.06525 1.17577 -0.70508
H 0.91555 0.26990 1.29006
H 0.86701 -1.10002 0.17562
H -0.78266 1.24451 -0.62579
H -1.37702 -1.71114 -0.53655
H -1.17792 -0.70844 -2.00257
H -3.60312 -1.16015 -0.54642
H -3.40270 0.17665 -1.71052
H -2.90753 1.62103 -0.06622
H -3.86057 0.65632 0.86080
H -1.50311 1.17425 1.81223
H -1.86587 -0.56922 1.54268
```

=====

2.
The following is a DFT calculation (wB97M-V/def2-TZVPD) of a cluster of 2 separate species, C6H9Br in total.

Values from the calculation:
DFT total energy: -2807.911414 Eh
Orbital gap: 9.1 eV
Net charge: 0
F_max: 5.563 eV/Å
Energy relative to the best compared isomer or geometry (same formula, charge and spin): 58.6 kcal/mol
HOMO energy: -8.6716 eV

Geometry as XYZ:
```
16
C6H9Br wB97M-V/def2-TZVPD
C 0.27306 1.10864 3.00869
C 0.47732 0.97472 1.82859
C 0.59129 0.83930 0.38508
C -0.36923 0.47327 -0.48702
C -0.18725 0.19812 -1.94390
C -1.74781 0.01400 0.02762
H 0.22437 1.25747 3.97682
H 1.48429 1.19324 0.03982
H -1.08272 0.30606 -2.38854
H 0.24368 -0.91288 -1.97682
H 0.58679 0.87638 -2.27121
H -1.83743 0.35329 1.00434
H -1.79327 -1.11141 0.16085
H -2.46215 0.22404 -0.69088
Br 2.21147 -2.49022 -0.50984
H 3.38759 -3.30404 -0.16360
```

=====

3.
The following is a DFT calculation (wB97M-V/def2-TZVPD) of a cluster of 2 separate species, C10H10N2O2S in total.

Values from the calculation:
DFT total energy: -1044.959091 Eh
Orbital gap (spin up / spin down): 7.4 / 7.2 eV
Net charge: 0
F_max: 4.574 eV/Å
Energy relative to the best compared isomer or geometry (same formula, charge and spin): 167.5 kcal/mol
HOMO energy (spin up / spin down): -8.1260 / -8.6543 eV

Geometry as XYZ:
```
25
C10H10N2O2S wB97M-V/def2-TZVPD
C -1.39004 -0.06842 -2.82158
C -1.17977 2.32231 1.74595
C -1.01772 0.31076 -1.46036
C -0.96232 0.90823 1.83400
C -0.77715 -1.27814 -3.04900
C -0.06674 3.04937 1.37866
C -0.18322 -0.64747 -1.11815
C 0.34978 0.62003 1.47155
C 2.33898 -0.67152 0.72496
C 0.90168 -0.61601 1.07833
N 0.03103 -1.60158 -2.02508
N 0.22306 -1.87509 1.18410
O 0.70294 -2.85598 0.64942
O -0.79590 -1.92149 1.83219
S 1.32238 2.05134 1.29741
H -2.22465 0.37471 -3.29375
H -2.19768 2.64913 1.68039
H -1.26842 1.14234 -0.95624
H -1.62959 0.18943 2.36249
H -0.72877 -1.79784 -4.03696
H -0.11727 4.03556 1.26187
H 2.75806 0.41325 0.45645
H 2.39246 -1.38594 -0.04039
H 2.99308 -0.91866 1.56170
H 0.52577 -2.42832 -1.71795
```

=====

4.
The following is a DFT calculation (wB97M-V/def2-TZVPD) of a structure of composition C15H40I2N2Nb.

Values from the calculation:
DFT total energy: -1357.102930 Eh
Orbital gap: 6.9 eV
Net charge: -1
F_max: 2.012 eV/Å
HOMO energy: -4.8672 eV

Geometry as XYZ:
```
60
C15H40I2N2Nb wB97M-V/def2-TZVPD
C -4.62972 -1.01531 -4.08867
C -4.61364 -0.35910 -2.68200
I -5.98098 1.32996 -2.60043
C -3.10228 0.03092 -2.32305
Nb -2.91824 -0.15551 -0.03791
I -2.68119 2.06949 -3.02380
H -3.68806 -1.51925 -4.30451
H -4.78418 -0.22726 -4.82606
H -5.43050 -1.75702 -4.15128
H -4.96246 -1.04263 -1.91143
H -2.39769 -0.62464 -2.83875
H -2.72336 1.67333 -0.00305
H -1.11814 -0.42592 -0.16184
H -3.32598 -1.93804 -0.15574
H -4.72919 0.15742 0.08802
H -2.81984 -0.16615 1.77384
C 4.12262 -1.30121 -2.28589
C 2.84698 -1.51113 -3.08964
N 1.90227 -0.41910 -2.96628
C 0.58915 -0.73014 -3.51174
C 0.47835 -0.98230 -5.01878
C 2.41690 0.90108 -3.28466
C 2.99148 1.12859 -4.68700
H 3.89718 -1.12965 -1.23241
H 4.75141 -2.19118 -2.35660
H 4.70995 -0.46027 -2.65862
H 2.36634 -2.41874 -2.71515
H 3.12024 -1.70894 -4.13828
H -0.10257 0.06872 -3.23855
H 0.21633 -1.61813 -2.99083
H 0.53497 -0.05710 -5.59099
H -0.49265 -1.43272 -5.23955
H 1.24602 -1.66670 -5.38526
H 3.19337 1.14626 -2.55378
H 1.62928 1.63479 -3.09739
H 3.62645 0.30402 -5.01699
H 3.60732 2.03214 -4.68947
H 2.20785 1.27877 -5.42795
C 0.58561 0.07431 7.54215
C 0.40689 -0.36491 6.09507
N -0.33532 0.58500 5.29065
C -0.73156 0.05330 3.98838
C 0.37658 -0.30229 2.99527
C 0.18184 1.94223 5.28462
C 1.62005 2.16065 4.80370
H -0.37839 0.27568 8.01236
H 1.07854 -0.71877 8.10834
H 1.20822 0.96655 7.62727
H -0.14609 -1.30780 6.10168
H 1.39800 -0.58472 5.66941
H -1.41693 0.75586 3.51207
H -1.32962 -0.84603 4.16371
H 0.81179 0.58604 2.53970
H -0.04252 -0.89970 2.18368
H 1.17641 -0.88814 3.45459
H 0.09786 2.34116 6.30076
H -0.49095 2.56741 4.69280
H 2.31076 1.41540 5.20231
H 1.97397 3.14069 5.13620
H 1.69109 2.15071 3.71773
```

=====

5.
The following is a DFT calculation (wB97M-V/def2-TZVPD) of a structure of composition C35H31ClIMoN6OSi.

Values from the calculation:
DFT total energy: -2871.643174 Eh
Orbital gap (spin up / spin down): 6.1 / 5.8 eV
Net charge: +1
F_max: 1.052 eV/Å
Multiplicity: 3
Energy relative to the best compared isomer or geometry (same formula, charge and spin): 0.0 kcal/mol
HOMO energy (spin up / spin down): -10.2406 / -10.4928 eV

Geometry as XYZ:
```
77
C35H31ClIMoN6OSi wB97M-V/def2-TZVPD
Mo 0.15744 0.13518 -0.44006
C -2.70898 -0.19095 4.25647
C -1.69576 -1.13995 4.21125
C -0.63579 -0.98645 3.33207
C -0.57978 0.12499 2.49653
C -1.57974 1.08524 2.55789
C -2.64483 0.92236 3.43269
N 0.47261 0.23914 1.52813
C 1.76866 0.43208 1.93645
C 2.20279 0.55819 3.26980
C 3.53196 0.77866 3.53125
C 4.48546 0.89758 2.50011
C 4.08932 0.80751 1.19444
C 2.73453 0.57125 0.91387
N 2.19128 0.49327 -0.35482
N 2.91015 0.80499 -1.37551
C 2.15833 0.84529 -2.54074
C 2.77619 1.12081 -3.75458
C 1.99417 1.20423 -4.88966
C 0.61668 1.02436 -4.79501
C 0.06688 0.75892 -3.56033
N 0.82114 0.66212 -2.45710
H -3.54142 -0.31656 4.93593
H -1.73513 -2.00648 4.85853
H 0.16078 -1.71810 3.29033
H -1.52236 1.96128 1.92599
H -3.42391 1.67290 3.47111
H 1.48810 0.48410 4.07687
H 3.85504 0.86672 4.56049
H 5.52518 1.06572 2.74375
H 4.78824 0.90263 0.37535
H 3.84672 1.26518 -3.77471
H 2.45070 1.41282 -5.84796
H -0.01943 1.08576 -5.66598
H -0.99634 0.60563 -3.42615
Cl -3.82877 5.98238 -0.70612
C -3.24952 4.35306 -0.69039
C -4.13124 3.31640 -0.78544
C -3.69173 1.97717 -0.77617
I -5.09862 0.45229 -0.87494
C -2.35311 1.66656 -0.69085
O -1.86221 0.43984 -0.67361
C -1.44000 2.75604 -0.56946
N -0.13108 2.40736 -0.41158
C 0.77137 3.35461 -0.25281
C 0.43976 4.71431 -0.25131
C -0.86720 5.08813 -0.40746
C -1.86179 4.10066 -0.56403
H -5.18935 3.52538 -0.86410
H 1.79949 3.04036 -0.11754
H 1.21996 5.45028 -0.11851
H -1.15342 6.13126 -0.40323
C -2.40462 -1.99487 -2.61021
Si -1.70548 -2.63237 -1.00693
C -1.21273 -4.41583 -1.26867
C -2.80421 -2.46209 0.48181
N -0.17011 -1.72272 -0.65422
C 0.97169 -2.48912 -0.26483
C 0.98384 -3.15584 0.95983
C 2.10882 -3.85819 1.35949
C 3.23047 -3.90899 0.54196
C 3.21293 -3.26791 -0.68761
C 2.08914 -2.56528 -1.09413
H -3.30203 -2.56931 -2.85717
H -1.68478 -2.15523 -3.41815
H -2.68336 -0.94411 -2.57043
H -1.84632 -4.85690 -2.04211
H -1.33704 -5.00961 -0.36121
H -0.17641 -4.52161 -1.59480
H -3.82427 -2.78224 0.25389
H -2.84205 -1.42864 0.82835
H -2.43782 -3.09244 1.29616
H 0.09882 -3.11984 1.58304
H 2.11111 -4.37273 2.31176
H 4.10779 -4.45773 0.85703
H 4.07674 -3.32035 -1.33805
H 2.05844 -2.08255 -2.06388
```